1.
DFT (ωB97M-V with the def2-TZVPD basis set) results for the molecule C19H24N2O6S at a distorted geometry.

SMILES string	CCN(CC)S(=O)(=O)c1cccc(NC(=O)COC(=O)c2cc(C)oc2C)c1
Kohn-Sham gap	9.33	eV
ΔE to the lowest compared entry with this formula, charge and spin	17.8	kJ/mol
max |F|	1.12	eV Å⁻¹
charge	0
LUMO energy	0.47	eV
HOMO energy	-0.32552	Ha

Cartesian coordinates (Å):
1 C 0.212 -2.013 -5.788
2 H -0.171 -1.322 -6.533
3 H -0.053 -3.023 -6.090
4 H 1.295 -1.929 -5.742
5 C -0.379 -1.723 -4.409
6 N 0.094 -0.523 -3.757
7 S 1.611 -0.627 -3.065
8 O 2.582 -1.207 -3.950
9 O 1.896 0.655 -2.489
10 C 1.278 -1.779 -1.733
11 C 0.587 -1.286 -0.649
12 C 0.282 -2.128 0.419
13 C 0.673 -3.465 0.363
14 C 1.370 -3.938 -0.735
15 C 1.684 -3.098 -1.793
16 H 2.241 -3.438 -2.651
17 H 1.675 -4.973 -0.762
18 H 0.430 -4.120 1.184
19 N -0.402 -1.579 1.501
20 C -0.918 -2.196 2.594
21 O -0.874 -3.380 2.830
22 C -1.616 -1.224 3.547
23 H -1.170 -1.315 4.545
24 H -2.671 -1.513 3.620
25 O -1.527 0.122 3.106
26 C -1.171 1.053 4.035
27 O -0.968 0.775 5.189
28 C -1.068 2.390 3.468
29 C -1.215 2.831 2.170
30 O -1.027 4.158 2.126
31 C -0.757 4.600 3.382
32 C -0.769 3.553 4.246
33 H -0.597 3.565 5.301
34 C -0.514 6.051 3.579
35 H -0.283 6.243 4.622
36 H 0.317 6.383 2.959
37 H -1.395 6.626 3.296
38 C -1.503 2.139 0.888
39 H -2.158 1.288 1.054
40 H -1.975 2.839 0.203
41 H -0.575 1.796 0.427
42 H -0.551 -0.577 1.460
43 H 0.309 -0.244 -0.647
44 C -0.301 0.782 -4.247
45 C 0.586 1.345 -5.354
46 H 0.518 0.756 -6.263
47 H 1.619 1.346 -5.016
48 H 0.287 2.367 -5.577
49 H -0.248 1.453 -3.385
50 H -1.341 0.713 -4.576
51 H -1.471 -1.659 -4.471
52 H -0.128 -2.544 -3.732



2.
DFT (ωB97M-V with the def2-TZVPD basis set) results for the molecule C4H9NO.

SMILES string	OCCN1CC1
Kohn-Sham gap	10.51	eV
ΔE to the lowest compared entry with this formula, charge and spin	273.7	kJ/mol
max |F|	0.82	eV Å⁻¹
charge	0
LUMO energy	1.11	eV
HOMO energy	-0.34561	Ha

Cartesian coordinates (Å):
1 O 1.956 -0.680 0.324
2 C 1.134 -0.411 1.432
3 C -0.246 0.085 0.977
4 N -0.012 0.426 -0.434
5 C -0.540 -0.516 -1.397
6 C -1.075 0.857 -1.283
7 H 1.700 0.048 -0.277
8 H 1.585 0.371 2.045
9 H 0.976 -1.319 2.015
10 H -1.023 -0.689 1.078
11 H -0.565 0.913 1.634
12 H 0.019 -0.793 -2.296
13 H -1.128 -1.339 -1.001
14 H -2.013 1.005 -0.776
15 H -0.725 1.542 -2.051



3.
DFT (ωB97M-V with the def2-TZVPD basis set) results for a structure of composition C12H18Cl5N3OPPdSbSe4 at a distorted geometry.

Kohn-Sham gap (spin up / spin down)	5.44 / 5.67	eV
spin multiplicity	3
ΔE to the lowest compared entry with this formula, charge and spin	18.1	kJ/mol
max |F|	1.03	eV Å⁻¹
charge	-2
LUMO energy (spin up / spin down)	3.97 / 3.96	eV
expectation value of S²	2.018
HOMO energy (spin up / spin down)	-0.05414 / -0.06284	Ha

Cartesian coordinates (Å):
1 Pd 1.246 2.675 1.299
2 Cl 0.285 3.218 -2.058
3 C 1.680 2.180 -1.840
4 C 2.131 1.945 -0.557
5 C 3.274 1.159 -0.463
6 Cl 3.977 0.854 1.099
7 C 3.887 0.573 -1.568
8 Cl 5.275 -0.456 -1.400
9 C 3.369 0.803 -2.844
10 Cl 4.105 0.076 -4.235
11 C 2.260 1.626 -2.981
12 Cl 1.623 1.937 -4.569
13 Se 1.141 5.331 5.083
14 Sb 0.259 4.164 3.171
15 Se 2.256 4.829 1.103
16 Se 0.615 1.667 3.510
17 Se -1.947 4.744 2.405
18 C -1.580 -3.237 -1.010
19 N -0.560 -2.232 -0.889
20 C 0.475 -2.255 -1.900
21 P -0.607 -1.030 0.265
22 O 0.719 -0.408 0.390
23 N -1.899 -0.073 -0.174
24 C -2.091 0.188 -1.598
25 C -2.042 1.168 0.608
26 N -1.124 -1.685 1.696
27 C -2.478 -1.739 2.189
28 C -0.118 -2.102 2.659
29 H -2.070 -3.196 -1.994
30 H -2.349 -3.098 -0.252
31 H -1.167 -4.247 -0.890
32 H 0.046 -2.153 -2.906
33 H 1.036 -3.198 -1.865
34 H 1.172 -1.437 -1.726
35 H -1.990 -0.727 -2.179
36 H -1.382 0.931 -1.975
37 H -3.101 0.580 -1.747
38 H -1.882 0.990 1.671
39 H -3.048 1.564 0.456
40 H -1.313 1.925 0.302
41 H -3.170 -1.370 1.435
42 H -2.586 -1.119 3.087
43 H -2.759 -2.767 2.455
44 H 0.877 -1.925 2.258
45 H -0.236 -3.165 2.905
46 H -0.208 -1.509 3.575



4.
DFT (ωB97M-V with the def2-TZVPD basis set) results for a cluster of 2 separate species, C3H11N2O in total at a distorted geometry.

Kohn-Sham gap	11.44	eV
ΔE to the lowest compared entry with this formula, charge and spin	144.2	kJ/mol
max |F|	3.51	eV Å⁻¹
charge	+1
LUMO energy	-3.61	eV
HOMO energy	-0.55331	Ha

Cartesian coordinates (Å):
1 C -1.182 0.085 -2.086
2 C -0.337 0.699 -0.957
3 N 2.196 -1.018 1.162
4 C 1.423 -0.167 0.481
5 N 0.420 -0.419 -0.295
6 H -1.823 -0.880 -1.709
7 H -0.599 -0.070 -2.956
8 H -2.040 0.715 -2.402
9 H -0.951 1.173 -0.156
10 H 0.343 1.468 -1.328
11 H 2.089 -1.970 1.008
12 H 2.784 -0.684 1.909
13 H 1.729 0.912 0.433
14 H 0.444 -1.423 -0.678
15 H -2.273 0.860 2.468
16 H -0.854 0.137 2.899
17 O -1.368 0.581 2.208



5.
DFT (ωB97M-V with the def2-TZVPD basis set) results for a structure of composition C20H50N2O4Si2Sr at a distorted geometry.

Kohn-Sham gap	6.04	eV
max |F|	3.21	eV Å⁻¹
charge	0
LUMO energy	-0.08	eV
HOMO energy	-0.22462	Ha

Cartesian coordinates (Å):
1 O -0.686 -1.114 -1.914
2 O 0.506 0.642 -3.269
3 C 0.023 -2.334 -2.300
4 C -0.712 -3.541 -1.754
5 H 1.032 -2.246 -1.885
6 H 0.086 -2.368 -3.394
7 H -0.858 -3.464 -0.676
8 H -0.123 -4.441 -1.970
9 H -1.681 -3.677 -2.249
10 C -1.954 -0.951 -2.615
11 C -1.950 -1.178 -4.108
12 H -2.309 0.057 -2.368
13 H -2.646 -1.660 -2.126
14 H -1.202 -0.568 -4.639
15 H -2.937 -0.906 -4.503
16 H -1.813 -2.233 -4.373
17 C 0.030 2.085 -3.080
18 C 1.878 0.418 -3.854
19 C -0.890 2.436 -4.216
20 H 0.938 2.690 -3.066
21 H -0.470 2.088 -2.106
22 H -0.388 2.396 -5.189
23 H -1.240 3.466 -4.070
24 H -1.770 1.790 -4.241
25 C 1.816 0.657 -5.343
26 H 2.121 -0.609 -3.592
27 H 2.543 1.126 -3.349
28 H 1.006 0.104 -5.824
29 H 2.762 0.305 -5.780
30 H 1.726 1.720 -5.595
31 H 0.309 0.044 -2.418
32 Sr -0.485 0.349 1.696
33 C 1.712 -0.112 -0.252
34 Si 3.369 0.384 0.444
35 H 1.369 -1.141 -0.168
36 H 1.227 0.439 -1.048
37 C 4.553 -0.713 -0.535
38 C 3.782 0.199 2.275
39 C 3.619 2.206 0.042
40 C -2.285 -1.385 1.314
41 Si -3.700 -0.223 1.148
42 H -2.329 -2.108 2.154
43 H -2.023 -1.980 0.420
44 C -4.985 -0.834 -0.074
45 C -3.142 1.481 0.513
46 C -4.513 0.062 2.815
47 H 3.049 2.482 -0.856
48 H 4.682 2.414 -0.147
49 H 3.288 2.843 0.877
50 H 4.297 -1.772 -0.372
51 H 5.601 -0.559 -0.244
52 H 4.447 -0.494 -1.607
53 H 3.304 -0.672 2.745
54 H 3.504 1.088 2.859
55 H 4.875 0.073 2.381
56 H -3.616 1.626 -0.469
57 H -2.069 1.701 0.336
58 H -3.534 2.262 1.186
59 H -5.421 0.669 2.694
60 H -3.842 0.586 3.513
61 H -4.805 -0.900 3.266
62 H -5.956 -0.358 0.122
63 H -5.118 -1.926 0.016
64 H -4.702 -0.603 -1.112
65 C 0.926 -0.986 6.365
66 C 0.705 -0.246 5.092
67 N 0.318 -0.849 3.956
68 O 0.144 -2.255 4.163
69 C 0.869 1.156 4.960
70 C 1.259 2.104 6.029
71 N 0.577 1.567 3.688
72 O 0.899 2.752 3.315
73 H 0.752 -2.046 6.226
74 H 0.247 -0.601 7.151
75 H 1.956 -0.822 6.734
76 H -0.025 -2.632 3.277
77 H 2.211 2.617 5.799
78 H 0.460 2.847 6.208
79 H 1.403 1.575 6.971



6.
DFT (ωB97M-V with the def2-TZVPD basis set) results for a cluster of 2 separate species, C5H14N2 in total.

SMILES string	C=C(C)C.NCN
Kohn-Sham gap	9.94	eV
ΔE to the lowest compared entry with this formula, charge and spin	93.1	kJ/mol
max |F|	0.19	eV Å⁻¹
charge	0
LUMO energy	0.87	eV
HOMO energy	-0.33304	Ha

Cartesian coordinates (Å):
1 N -2.415 0.856 1.717
2 C -2.614 -0.585 1.785
3 N -1.510 -1.461 1.408
4 H -1.658 1.150 2.323
5 H -2.160 1.145 0.778
6 H -2.891 -0.825 2.812
7 H -3.465 -0.833 1.152
8 H -1.268 -1.318 0.433
9 H -0.687 -1.238 1.958
10 C 2.845 1.017 -1.837
11 C 1.737 0.206 -1.224
12 C 1.989 -0.787 -0.379
13 C 0.352 0.601 -1.643
14 H 2.807 0.956 -2.926
15 H 3.824 0.667 -1.512
16 H 2.753 2.070 -1.559
17 H 1.194 -1.381 0.056
18 H 3.001 -1.051 -0.100
19 H -0.406 -0.032 -1.188
20 H 0.256 0.547 -2.730
21 H 0.156 1.642 -1.374



7.
DFT (ωB97M-V with the def2-TZVPD basis set) results for the molecule C4H8O2.

SMILES string	C[C@H]1O[C@H]1CO
Kohn-Sham gap	11.40	eV
ΔE to the lowest compared entry with this formula, charge and spin	192.3	kJ/mol
max |F|	0.51	eV Å⁻¹
charge	0
LUMO energy	1.05	eV
HOMO energy	-0.38038	Ha

Cartesian coordinates (Å):
1 C 1.841 0.337 -0.168
2 C 0.909 -0.606 0.530
3 O -0.012 -0.115 1.498
4 C -0.524 -0.650 0.268
5 C -1.303 0.335 -0.589
6 O -2.676 0.320 -0.254
7 H 1.309 1.221 -0.527
8 H 2.284 -0.179 -1.028
9 H 2.646 0.647 0.503
10 H 1.363 -1.551 0.842
11 H -0.976 -1.638 0.347
12 H -1.242 0.051 -1.643
13 H -0.895 1.349 -0.476
14 H -2.725 0.478 0.696



What did the second record say?
DFT (ωB97M-V with the def2-TZVPD basis set) results for the molecule C4H9NO.

SMILES string	OCCN1CC1
Kohn-Sham gap	10.51	eV
ΔE to the lowest compared entry with this formula, charge and spin	273.7	kJ/mol
max |F|	0.82	eV Å⁻¹
charge	0
LUMO energy	1.11	eV
HOMO energy	-0.34561	Ha

Cartesian coordinates (Å):
1 O 1.956 -0.680 0.324
2 C 1.134 -0.411 1.432
3 C -0.246 0.085 0.977
4 N -0.012 0.426 -0.434
5 C -0.540 -0.516 -1.397
6 C -1.075 0.857 -1.283
7 H 1.700 0.048 -0.277
8 H 1.585 0.371 2.045
9 H 0.976 -1.319 2.015
10 H -1.023 -0.689 1.078
11 H -0.565 0.913 1.634
12 H 0.019 -0.793 -2.296
13 H -1.128 -1.339 -1.001
14 H -2.013 1.005 -0.776
15 H -0.725 1.542 -2.051



Question: Which formula does entry 7 have?
Answer: C4H8O2



Question: The highest charge belongs to which entry?
Answer: C3H11N2O